A cluster of 18 separate species, C76H198N10O36 in total. Source: OMol25; level of theory: the ωB97M-V functional and the def2-TZVPD basis.

Properties
**Total charge**: 0
**Electronic energy**: -6269.861618 Ha
**Multiplicity**: 1
**HOMO energy**: -7.7 eV
**ΔE to the lowest compared entry with this formula, charge and spin**: 0.0 kJ/mol

Last columns: bonded neighbours and bond lengths (Å).
Geometry (Å):
1 C -11.8580 11.2835 17.8937  O2 1.438, H10 1.090, H11 1.090, H12 1.090
2 O -12.7557 10.3316 17.2980  C1 1.438, C3 1.508
3 C -12.9327 10.5752 15.8208  O2 1.508, C4 1.509, H13 1.090, H14 1.090
4 C -13.3830 9.2981 15.1559  C3 1.509, N5 1.461, H15 1.090, H16 1.090
5 N -14.6825 8.7451 15.5299  C4 1.461, C6 1.523, H17 1.010
6 C -15.8318 9.4792 14.8515  N5 1.523, C7 1.544, H18 1.090, H19 1.090
7 C -17.2553 9.0767 15.2926  C6 1.544, O8 1.414, H20 1.090, H21 1.090
8 O -17.4288 9.6270 16.5834  C7 1.414, C9 1.389
9 C -18.3463 8.9066 17.3367  O8 1.389, H22 1.090, H23 1.090, H24 1.090
10 H -10.8224 11.0544 17.6425  C1 1.090
11 H -12.0255 11.2437 18.9700  C1 1.090
12 H -12.0591 12.3415 17.7255  C1 1.090
13 H -11.9640 10.8681 15.4159  C3 1.090
14 H -13.4996 11.4799 15.6011  C3 1.090
15 H -12.6646 8.5582 15.5089  C4 1.090
16 H -13.3747 9.3170 14.0661  C4 1.090
17 H -14.6598 8.7683 16.5394  N5 1.010
18 H -15.8693 9.2252 13.7922  C6 1.090
19 H -15.7119 10.5454 15.0432  C6 1.090
20 H -17.4338 8.0033 15.2290  C7 1.090
21 H -17.9688 9.5293 14.6040  C7 1.090
22 H -18.0709 7.8525 17.3714  C9 1.090
23 H -19.3468 9.0666 16.9349  C9 1.090
24 H -18.3859 9.1994 18.3859  C9 1.090
25 C -9.1828 17.8176 17.5238  O26 1.427, H34 1.090, H35 1.090, H36 1.090
26 O -10.5510 18.2186 17.5930  C25 1.427, C27 1.435
27 C -11.3549 17.2087 18.2194  O26 1.435, C28 1.574, H37 1.090, H38 1.090
28 C -11.4575 15.8491 17.4336  C27 1.574, N29 1.482, H39 1.090, H40 1.090
29 N -12.1691 16.0510 16.1489  C28 1.482, C30 1.470, H41 1.010
30 C -12.0675 14.7699 15.4351  N29 1.470, C31 1.481, H42 1.090, H43 1.090
31 C -13.0625 14.5013 14.3716  C30 1.481, O32 1.442, H44 1.090, H45 1.090
32 O -12.8039 13.1809 13.8537  C31 1.442, C33 1.478
33 C -13.8347 12.6676 12.9277  O32 1.478, H46 1.090, H47 1.090, H48 1.090
34 H -8.7616 17.6205 18.5096  C25 1.090
35 H -8.5344 18.6430 17.2299  C25 1.090
36 H -8.9348 17.0102 16.8347  C25 1.090
37 H -12.3399 17.6186 18.4424  C27 1.090
38 H -10.9020 16.9901 19.1865  C27 1.090
39 H -12.0622 15.1459 18.0061  C28 1.090
40 H -10.4637 15.4077 17.3587  C28 1.090
41 H -11.7527 16.8211 15.6452  N29 1.010
42 H -12.1790 13.9422 16.1356  C30 1.090
43 H -11.0334 14.6772 15.1031  C30 1.090
44 H -13.0268 15.2826 13.6124  C31 1.090
45 H -14.0587 14.4665 14.8126  C31 1.090
46 H -14.8183 12.5662 13.3864  C33 1.090
47 H -13.4941 11.7072 12.5407  C33 1.090
48 H -14.0146 13.2150 12.0024  C33 1.090
49 C -16.4068 5.0242 19.3518  O50 1.423, H58 1.090, H59 1.090, H60 1.090
50 O -16.5854 5.8860 20.4697  C49 1.423, C51 1.462
51 C -17.9328 6.0307 21.0188  O50 1.462, C52 1.531, H61 1.090, H62 1.090
52 C -18.0907 7.2164 21.9740  C51 1.531, N53 1.455, H63 1.090, H64 1.090
53 N -19.5159 7.2438 22.2639  C52 1.455, C54 1.463, H65 1.010
54 C -19.8429 8.0849 23.4159  N53 1.463, C55 1.513, H66 1.090, H67 1.090
55 C -21.3381 8.2412 23.5843  C54 1.513, O56 1.443, H68 1.090, H69 1.090
56 O -21.9884 7.1218 24.2215  C55 1.443, C57 1.433
57 C -21.7125 6.9414 25.6156  O56 1.433, H70 1.090, H71 1.090, H72 1.090
58 H -15.3446 4.8949 19.1445  C49 1.090
59 H -16.9779 5.4436 18.5235  C49 1.090
60 H -16.8316 4.0673 19.6553  C49 1.090
61 H -18.1518 5.0434 21.4253  C51 1.090
62 H -18.6334 6.1900 20.1991  C51 1.090
63 H -17.7126 8.1620 21.5855  C52 1.090
64 H -17.5122 7.0752 22.8870  C52 1.090
65 H -19.8675 6.3049 22.3866  N53 1.010
66 H -19.4076 9.0684 23.2388  C54 1.090
67 H -19.3140 7.7425 24.3054  C54 1.090
68 H -21.7891 8.3483 22.5978  C55 1.090
69 H -21.5987 9.1967 24.0395  C55 1.090
70 H -20.6586 6.7410 25.8087  C57 1.090
71 H -22.3114 6.1000 25.9642  C57 1.090
72 H -21.8397 7.8511 26.2024  C57 1.090
73 C -12.8500 13.9733 21.0440  O74 1.415, H82 1.090, H83 1.090, H84 1.090
74 O -11.7410 14.8492 20.9771  C73 1.415, C75 1.387
75 C -10.8960 14.7608 22.0739  O74 1.387, C76 1.576, H85 1.090, H86 1.090
76 C -9.7890 13.6388 22.0410  C75 1.576, N77 1.462, H87 1.090, H88 1.090
77 N -8.6159 13.9507 21.2263  C76 1.462, C78 1.508, H89 1.010
78 C -9.0635 14.1584 19.8008  N77 1.508, C79 1.536, H90 1.090, H91 1.090
79 C -7.8467 14.6210 18.9847  C78 1.536, O80 1.407, H92 1.090, H93 1.090
80 O -8.0578 14.6881 17.5950  C79 1.407, C81 1.441
81 C -8.2620 13.4142 16.9522  O80 1.441, H94 1.090, H95 1.090, H96 1.090
82 H -12.5169 12.9361 21.0818  C73 1.090
83 H -13.4096 14.1600 20.1275  C73 1.090
84 H -13.5191 14.1698 21.8818  C73 1.090
85 H -11.5478 14.6366 22.9386  C75 1.090
86 H -10.4514 15.7447 22.2235  C75 1.090
87 H -10.2490 12.6711 21.8406  C76 1.090
88 H -9.4736 13.6790 23.0836  C76 1.090
89 H -8.1356 13.0707 21.3489  N77 1.010
90 H -9.8255 14.9372 19.7706  C78 1.090
91 H -9.4349 13.2266 19.3742  C78 1.090
92 H -6.9697 13.9962 19.1542  C79 1.090
93 H -7.5429 15.5955 19.3670  C79 1.090
94 H -9.3257 13.1790 16.9883  C81 1.090
95 H -7.5670 12.6643 17.3301  C81 1.090
96 H -8.0412 13.6270 15.9062  C81 1.090
97 C -12.8771 12.4219 24.8897  O98 1.372, H106 1.090, H107 1.090, H108 1.090
98 O -12.4975 12.0553 23.6229  C97 1.372, C99 1.459
99 C -11.8712 10.7542 23.4173  O98 1.459, C100 1.559, H109 1.090, H110 1.090
100 C -12.8859 9.5723 23.4838  C99 1.559, N101 1.458, H111 1.090, H112 1.090
101 N -12.2164 8.2776 23.5123  C100 1.458, C102 1.468, H113 1.010
102 C -13.2467 7.2723 23.8022  N101 1.468, C103 1.551, H114 1.090, H115 1.090
103 C -12.7546 5.8018 23.7986  C102 1.551, O104 1.429, H116 1.090, H117 1.090
104 O -13.6945 4.7280 23.7247  C103 1.429, C105 1.434
105 C -14.4334 4.6957 22.4966  O104 1.434, H118 1.090, H119 1.090, H120 1.090
106 H -13.1214 13.4841 24.8778  C97 1.090
107 H -12.1301 12.1407 25.6321  C97 1.090
108 H -13.8431 11.9894 25.1502  C97 1.090
109 H -11.0675 10.6726 24.1491  C99 1.090
110 H -11.3871 10.7586 22.4407  C99 1.090
111 H -13.5222 9.6151 22.5997  C100 1.090
112 H -13.5100 9.8689 24.3268  C100 1.090
113 H -11.5329 8.3149 24.2549  N101 1.010
114 H -14.0226 7.3463 23.0403  C102 1.090
115 H -13.5576 7.4183 24.8367  C102 1.090
116 H -12.1412 5.5724 24.6700  C103 1.090
117 H -12.0603 5.6344 22.9752  C103 1.090
118 H -13.8082 4.7388 21.6048  C105 1.090
119 H -15.2322 5.4370 22.4744  C105 1.090
120 H -14.9367 3.7332 22.4042  C105 1.090
121 C -19.5106 14.7798 22.4122  O122 1.434, H130 1.090, H131 1.090, H132 1.090
122 O -20.9064 14.5010 22.5848  C121 1.434, C123 1.392
123 C -21.2557 13.9875 23.8310  O122 1.392, C124 1.591, H133 1.090, H134 1.090
124 C -22.8431 14.0692 23.9077  C123 1.591, N125 1.493, H135 1.090, H136 1.090
125 N -23.6637 13.3828 22.8658  C124 1.493, C126 1.425, H137 1.010
126 C -23.5198 11.9692 22.9761  N125 1.425, C127 1.505, H138 1.090, H139 1.090
127 C -24.2298 11.2180 21.8821  C126 1.505, O128 1.449, H140 1.090, H141 1.090
128 O -24.0734 9.8003 22.1380  C127 1.449, C129 1.455
129 C -24.5496 8.9062 21.0934  O128 1.455, H142 1.090, H143 1.090, H144 1.090
130 H -18.9527 13.8594 22.5850  C121 1.090
131 H -19.1899 15.5527 23.1108  C121 1.090
132 H -19.2752 15.1989 21.4339  C121 1.090
133 H -20.8350 14.6446 24.5921  C123 1.090
134 H -20.9070 12.9680 23.9956  C123 1.090
135 H -22.9572 15.1480 23.8022  C124 1.090
136 H -23.2397 13.7703 24.8780  C124 1.090
137 H -24.6091 13.5992 23.1476  N125 1.010
138 H -23.7884 11.5344 23.9389  C126 1.090
139 H -22.4654 11.7883 22.7677  C126 1.090
140 H -23.8431 11.5629 20.9231  C127 1.090
141 H -25.3099 11.3309 21.9758  C127 1.090
142 H -25.6093 9.0891 20.9156  C129 1.090
143 H -24.4723 7.9192 21.5494  C129 1.090
144 H -24.0195 8.8998 20.1410  C129 1.090
145 C -16.3552 6.5100 25.8809  O146 1.418, H154 1.090, H155 1.090, H156 1.090
146 O -15.8823 6.3527 27.2083  C145 1.418, C147 1.484
147 C -14.4793 6.7884 27.4161  O146 1.484, C148 1.496, H157 1.090, H158 1.090
148 C -14.1199 6.4218 28.8208  C147 1.496, N149 1.463, H159 1.090, H160 1.090
149 N -13.9168 4.9802 28.9638  C148 1.463, C150 1.471, H161 1.010
150 C -13.7975 4.6022 30.3803  N149 1.471, C151 1.543, H162 1.090, H163 1.090
151 C -15.0978 4.4234 31.1917  C150 1.543, O152 1.452, H164 1.090, H165 1.090
152 O -16.0001 3.6060 30.4001  C151 1.452, C153 1.455
153 C -15.8228 2.1838 30.1467  O152 1.455, H166 1.090, H167 1.090, H168 1.090
154 H -17.3827 6.1465 25.8641  C145 1.090
155 H -15.8087 5.8500 25.2072  C145 1.090
156 H -16.2533 7.5580 25.5992  C145 1.090
157 H -14.3700 7.8694 27.3288  C147 1.090
158 H -13.7096 6.3785 26.7621  C147 1.090
159 H -14.8464 6.8612 29.5044  C148 1.090
160 H -13.1808 6.9317 29.0360  C148 1.090
161 H -14.8279 4.6644 28.6634  N149 1.010
162 H -13.1021 5.2770 30.8793  C150 1.090
163 H -13.2236 3.6857 30.5169  C150 1.090
164 H -15.6617 5.3444 31.3397  C151 1.090
165 H -14.9185 4.0606 32.2037  C151 1.090
166 H -15.8374 1.4620 30.9633  C153 1.090
167 H -14.9655 2.0857 29.4806  C153 1.090
168 H -16.6487 1.8807 29.5032  C153 1.090
169 C -21.2927 12.9969 11.4566  O170 1.404, H178 1.090, H179 1.090, H180 1.090
170 O -20.4541 12.7292 12.5503  C169 1.404, C171 1.450
171 C -20.9084 11.7000 13.4644  O170 1.450, C172 1.543, H181 1.090, H182 1.090
172 C -19.9321 11.7114 14.6588  C171 1.543, N173 1.492, H183 1.090, H184 1.090
173 N -20.1545 12.9531 15.4546  C172 1.492, C174 1.513, H185 1.010
174 C -19.4916 12.9651 16.8150  N173 1.513, C175 1.540, H186 1.090, H187 1.090
175 C -19.8971 14.2301 17.5942  C174 1.540, O176 1.417, H188 1.090, H189 1.090
176 O -19.6322 15.3928 16.8296  C175 1.417, C177 1.454
177 C -19.8227 16.6608 17.5160  O176 1.454, H190 1.090, H191 1.090, H192 1.090
178 H -21.3135 12.0665 10.8892  C169 1.090
179 H -20.8488 13.7959 10.8627  C169 1.090
180 H -22.2834 13.3855 11.6925  C169 1.090
181 H -20.9591 10.7223 12.9851  C171 1.090
182 H -21.8789 11.9683 13.8817  C171 1.090
183 H -18.8751 11.7496 14.3954  C172 1.090
184 H -20.0814 10.7930 15.2265  C172 1.090
185 H -19.9509 13.8196 14.9774  N173 1.010
186 H -18.4209 12.7836 16.7212  C174 1.090
187 H -19.8760 12.1012 17.3573  C174 1.090
188 H -19.2669 14.2757 18.4824  C175 1.090
189 H -20.9674 14.2035 17.7987  C175 1.090
190 H -19.4148 17.4093 16.8367  C177 1.090
191 H -19.3005 16.8094 18.4612  C177 1.090
192 H -20.8446 17.0160 17.6491  C177 1.090
193 C -21.1297 10.8203 26.0234  O194 1.413, H202 1.090, H203 1.090, H204 1.090
194 O -20.6039 9.7863 26.8297  C193 1.413, C195 1.432
195 C -19.3889 10.1299 27.5049  O194 1.432, C196 1.500, H205 1.090, H206 1.090
196 C -18.7018 9.0539 28.2918  C195 1.500, N197 1.446, H207 1.090, H208 1.090
197 N -19.6735 8.1011 28.7813  C196 1.446, C198 1.496, H209 1.010
198 C -19.1860 6.8323 29.4068  N197 1.496, C199 1.559, H210 1.090, H211 1.090
199 C -20.3211 5.9185 29.9617  C198 1.559, O200 1.420, H212 1.090, H213 1.090
200 O -21.2463 5.4130 29.0105  C199 1.420, C201 1.422
201 C -22.3116 4.5589 29.4070  O200 1.422, H214 1.090, H215 1.090, H216 1.090
202 H -22.1164 10.4472 25.7490  C193 1.090
203 H -20.4064 10.9112 25.2130  C193 1.090
204 H -21.1026 11.7340 26.6171  C193 1.090
205 H -19.6027 10.9478 28.1930  C195 1.090
206 H -18.7156 10.5335 26.7487  C195 1.090
207 H -18.1011 9.4895 29.0902  C196 1.090
208 H -18.0089 8.4742 27.6821  C196 1.090
209 H -20.4184 7.8712 28.1392  N197 1.010
210 H -18.4482 7.1246 30.1540  C198 1.090
211 H -18.8105 6.3787 28.4896  C198 1.090
212 H -20.8024 6.4818 30.7611  C199 1.090
213 H -19.8150 5.1429 30.5366  C199 1.090
214 H -22.8715 4.2254 28.5333  C201 1.090
215 H -22.9885 5.0065 30.1346  C201 1.090
216 H -21.8231 3.7076 29.8812  C201 1.090
217 C -15.4612 13.7635 16.9915  O218 1.422, H226 1.090, H227 1.090, H228 1.090
218 O -15.3751 13.0478 18.2177  C217 1.422, C219 1.383
219 C -16.0895 11.8646 18.2695  O218 1.383, C220 1.526, H229 1.090, H230 1.090
220 C -15.8034 11.3024 19.6587  C219 1.526, N221 1.496, H231 1.090, H232 1.090
221 N -16.3508 12.1402 20.7704  C220 1.496, C222 1.475, H233 1.010
222 C -15.8111 11.5406 22.0058  N221 1.475, C223 1.500, H234 1.090, H235 1.090
223 C -16.4053 12.0974 23.2659  C222 1.500, O224 1.462, H236 1.090, H237 1.090
224 O -16.2007 11.3433 24.5019  C223 1.462, C225 1.460
225 C -17.0397 10.1651 24.7030  O224 1.460, H238 1.090, H239 1.090, H240 1.090
226 H -14.9752 13.1982 16.1963  C217 1.090
227 H -14.9478 14.7070 17.1771  C217 1.090
228 H -16.5290 13.9169 16.8352  C217 1.090
229 H -15.8740 11.1671 17.4601  C219 1.090
230 H -17.1516 12.0799 18.1522  C219 1.090
231 H -14.7340 11.1208 19.7654  C220 1.090
232 H -16.3657 10.3691 19.6909  C220 1.090
233 H -16.0074 13.0812 20.6414  N221 1.010
234 H -14.7272 11.6480 22.0461  C222 1.090
235 H -15.9075 10.4551 22.0231  C222 1.090
236 H -17.4380 12.3826 23.0652  C223 1.090
237 H -15.8621 13.0324 23.4036  C223 1.090
238 H -17.0828 9.9990 25.7794  C225 1.090
239 H -16.6774 9.2476 24.2395  C225 1.090
240 H -18.0446 10.3431 24.3201  C225 1.090
241 C -16.6362 15.6599 20.1508  C242 1.549, O244 1.381, H245 1.090, H246 1.090
242 C -15.5093 16.2982 19.3018  C241 1.549, O243 1.449, H247 1.090, H248 1.090
243 O -15.1839 17.5898 19.8719  C242 1.449, H249 0.960
244 O -16.1525 15.1781 21.3515  C241 1.381, H250 0.960
245 H -17.0985 14.7829 19.6977  C241 1.090
246 H -17.3936 16.4298 20.2982  C241 1.090
247 H -15.9463 16.3670 18.3056  C242 1.090
248 H -14.6358 15.6473 19.2662  C242 1.090
249 H -15.4240 17.5455 20.8003  O243 0.960
250 H -15.9072 15.8426 21.9994  O244 0.960
251 C -13.4278 16.5030 24.1313  C252 1.570, O254 1.410, H255 1.090, H256 1.090
252 C -13.9617 17.2964 22.8863  C251 1.570, O253 1.454, H257 1.090, H258 1.090
253 O -15.4042 17.4705 22.8350  C252 1.454, H259 0.960
254 O -13.8427 17.0795 25.3488  C251 1.410, H260 0.960
255 H -12.3413 16.4877 24.0453  C251 1.090
256 H -13.8208 15.4902 24.0419  C251 1.090
257 H -13.7177 16.8743 21.9115  C252 1.090
258 H -13.5836 18.3067 22.7297  C252 1.090
259 H -15.5636 18.0021 23.6183  O253 0.960
260 H -13.4928 17.9716 25.4072  O254 0.960
261 C -20.8522 10.5517 20.3574  C262 1.554, O264 1.419, H265 1.090, H266 1.090
262 C -19.5794 11.4402 20.4220  C261 1.554, O263 1.411, H267 1.090, H268 1.090
263 O -18.6885 10.8007 21.3092  C262 1.411, H269 0.960
264 O -20.5297 9.2469 19.9023  C261 1.419, H270 0.960
265 H -21.6571 10.9829 19.7621  C261 1.090
266 H -21.2564 10.3967 21.3577  C261 1.090
267 H -19.6748 12.4720 20.7603  C262 1.090
268 H -19.1697 11.5634 19.4195  C262 1.090
269 H -17.8846 11.2917 21.1241  O263 0.960
270 H -20.2035 8.8019 20.6879  O264 0.960
271 C -17.8782 14.5888 12.9922  C272 1.533, O274 1.396, H275 1.090, H276 1.090
272 C -18.9344 15.6096 13.4304  C271 1.533, O273 1.345, H277 1.090, H278 1.090
273 O -19.0500 16.5043 12.4329  C272 1.345, H279 0.960
274 O -16.6273 15.1879 12.8322  C271 1.396, H280 0.960
275 H -18.0191 14.1588 12.0006  C271 1.090
276 H -17.7554 13.8592 13.7927  C271 1.090
277 H -18.4571 15.9771 14.3388  C272 1.090
278 H -19.9037 15.1393 13.5960  C272 1.090
279 H -19.5675 17.2428 12.7620  O273 0.960
280 H -16.8905 15.9376 12.2936  O274 0.960
281 C -12.6865 8.4106 19.9725  C282 1.457, O284 1.425, H285 1.090, H286 1.090
282 C -13.9559 7.8069 19.5875  C281 1.457, O283 1.394, H287 1.090, H288 1.090
283 O -14.8962 7.9505 20.6066  C282 1.394, H289 0.960
284 O -11.8939 7.5984 20.8339  C281 1.425, H290 0.960
285 H -12.8530 9.4075 20.3807  C281 1.090
286 H -12.1757 8.5787 19.0244  C281 1.090
287 H -13.8006 6.7890 19.2300  C282 1.090
288 H -14.4273 8.3211 18.7500  C282 1.090
289 H -15.6543 7.3775 20.4702  O283 0.960
290 H -12.1563 7.7166 21.7497  O284 0.960
291 C -13.6393 10.7226 29.2802  C292 1.592, O294 1.394, H295 1.090, H296 1.090
292 C -15.1636 10.3435 29.5389  C291 1.592, O293 1.430, H297 1.090, H298 1.090
293 O -15.8565 10.0936 28.3131  C292 1.430, H299 0.960
294 O -13.0554 9.6365 28.6294  C291 1.394, H300 0.960
295 H -13.0902 10.9452 30.1951  C291 1.090
296 H -13.6098 11.5966 28.6294  C291 1.090
297 H -15.6669 11.1040 30.1359  C292 1.090
298 H -15.1105 9.3577 30.0008  C292 1.090
299 H -15.1635 9.8316 27.7027  O293 0.960
300 H -12.3133 10.0321 28.1665  O294 0.960
301 C -14.7649 17.7630 15.4314  C302 1.553, O304 1.470, H305 1.090, H306 1.090
302 C -16.1353 18.4177 15.7539  C301 1.553, O303 1.408, H307 1.090, H308 1.090
303 O -16.1384 19.5731 14.9498  C302 1.408, H309 0.960
304 O -13.8425 18.4519 16.3462  C301 1.470, H310 0.960
305 H -14.3701 17.8840 14.4226  C301 1.090
306 H -14.8552 16.6932 15.6199  C301 1.090
307 H -16.3802 18.5772 16.8040  C302 1.090
308 H -16.9825 17.8822 15.3255  C302 1.090
309 H -16.6094 19.3851 14.1346  O303 0.960
310 H -13.0951 17.8578 16.4463  O304 0.960
311 C -17.9929 15.2264 26.8786  C312 1.544, O314 1.433, H315 1.090, H316 1.090
312 C -18.4159 13.7486 26.7347  C311 1.544, O313 1.367, H317 1.090, H318 1.090
313 O -19.7417 13.7622 26.4033  C312 1.367, H319 0.960
314 O -18.3178 15.8655 28.1199  C311 1.433, H320 0.960
315 H -18.2655 15.8251 26.0095  C311 1.090
316 H -16.9102 15.3111 26.7852  C311 1.090
317 H -18.3631 13.3246 27.7375  C312 1.090
318 H -17.8455 13.1053 26.0647  C312 1.090
319 H -20.1623 14.4761 26.8881  O313 0.960
320 H -19.2710 15.8814 28.2329  O314 0.960